Below is C26H29N3Ta as an isolated structure, with properties calculated with wB97M-V/def2-TZVPD.

HOMO-LUMO gap: 6.1 eV
net charge: +3

Each line ends with the natural charge from an NBO analysis.
Element x y z (Å)
Ta: -0.38062 0.72694 0.14333  2.0134
C: 0.94010 2.76626 0.22240  -0.2648
C: -0.17773 2.96185 1.06379  -0.2353
C: -1.34517 2.90247 0.26078  -0.3456
C: -0.93879 2.72737 -1.08972  -0.2430
C: 0.47187 2.62766 -1.11391  -0.2695
H: 1.97273 2.80008 0.53580  0.2899
H: -0.14348 3.16181 2.12222  0.2958
H: -2.35919 3.03860 0.61255  0.3007
H: -1.58701 2.68994 -1.95177  0.2919
H: 1.08913 2.50358 -1.99195  0.3000
C: -0.46454 0.39708 2.56002  -0.0296
C: 0.72511 -0.24168 2.08400  -0.1091
C: 0.33360 -1.33122 1.24318  -0.0144
C: -1.09495 -1.32297 1.14222  -0.0895
C: -1.58363 -0.23272 1.93247  -0.0647
C: -3.01879 0.07370 2.24792  -0.6663
C: -1.90443 -2.40576 0.50653  -0.6511
C: 1.22772 -2.42318 0.75986  -0.6640
C: 2.09294 -0.01493 2.64618  -0.6591
C: -0.55061 1.33303 3.71618  -0.6695
H: -3.24451 -0.29106 3.25373  0.2874
H: -3.70762 -0.43009 1.57325  0.2429
H: -3.23203 1.14315 2.25201  0.2406
H: -1.95802 -3.25029 1.19845  0.2884
H: -1.44928 -2.77581 -0.41229  0.2397
H: -2.92742 -2.09632 0.30131  0.2413
H: 1.23211 -3.21153 1.51830  0.2870
H: 2.25486 -2.09018 0.63026  0.2521
H: 0.87777 -2.87422 -0.16810  0.2437
H: 2.17541 -0.58742 3.57452  0.2856
H: 2.27426 1.02961 2.89778  0.2447
H: 2.88201 -0.36593 1.98618  0.2474
H: -1.41647 1.99244 3.66741  0.2501
H: 0.35345 1.92231 3.85946  0.2496
H: -0.67201 0.72130 4.61617  0.2915
C: 4.95649 -0.69410 -1.71076  -0.0918
C: 4.37551 0.05198 -0.68798  -0.1930
C: 3.00253 0.17316 -0.63279  -0.2160
C: 2.20722 -0.44239 -1.60054  0.1129
C: 2.78654 -1.19907 -2.62558  -0.1676
C: 4.15994 -1.31873 -2.67051  -0.1736
N: 0.81220 -0.27320 -1.50222  -0.2483
N: 0.12642 -0.72540 -2.45012  -0.1010
C: -1.25188 -0.56349 -2.41104  0.2803
C: -1.97573 -0.96141 -3.51995  -0.1557
C: -3.35049 -0.77088 -3.52418  -0.0790
C: -3.95085 -0.17999 -2.41763  -0.1803
C: -3.16439 0.20839 -1.35011  0.0678
N: -1.83117 0.02602 -1.33850  -0.5950
H: 6.03306 -0.79151 -1.75832  0.2636
H: 4.99896 0.53412 0.05318  0.2540
H: 2.54452 0.74789 0.16342  0.2076
H: 2.16873 -1.68433 -3.36726  0.2572
H: 4.62051 -1.90146 -3.45645  0.2654
H: -1.44976 -1.41024 -4.35179  0.2847
H: -3.94349 -1.07269 -4.37786  0.2811
H: -5.01852 -0.01150 -2.38113  0.2810
H: -3.60312 0.68492 -0.48239  0.2373

***

Below is one molecule with the formula C26H29N5O3S at a distorted geometry, with properties calculated with wB97M-V/def2-TZVPD.

SMILES string: CCc1nc2c(C)nc(C)cc2n1-c1ccc(CCNC(=O)NS(=O)(=O)c2ccc(C)cc2)cc1
HOMO-LUMO gap: 8.6 eV
net charge: 0

Each line ends with the natural charge from an NBO analysis.
Element x y z (Å)
C: 4.37442 3.74047 -1.84564  -0.5904
C: 3.61379 2.41608 -1.86830  -0.4531
C: 2.49078 2.43234 -0.89120  0.4209
N: 1.66927 3.42635 -0.73247  -0.4793
C: 0.80868 3.04578 0.26656  0.0856
C: -0.33071 3.65235 0.79950  0.2314
C: -0.79837 4.99488 0.34163  -0.6450
N: -1.04034 3.02500 1.71954  -0.4783
C: -0.66866 1.82838 2.18842  0.2124
C: -1.57496 1.22659 3.22316  -0.6463
C: 0.45800 1.15034 1.75026  -0.3376
C: 1.18142 1.77228 0.74446  0.1714
N: 2.26786 1.39721 -0.00905  -0.4056
C: 2.69158 0.05871 -0.07512  0.2039
C: 3.06904 -0.60586 1.08590  -0.2357
C: 3.20269 -1.98100 1.07711  -0.1953
C: 2.95294 -2.70665 -0.08138  -0.0295
C: 2.78057 -4.19749 -0.02578  -0.4363
C: 1.47319 -4.50870 0.73560  -0.2152
N: 0.40581 -3.59350 0.38932  -0.6372
C: 0.11241 -2.56075 1.20171  0.8058
O: 0.47115 -2.45210 2.35396  -0.6481
N: -0.75154 -1.60703 0.64892  -0.9166
S: -0.95076 -1.12302 -0.94899  2.3161
O: -0.16118 0.04427 -1.19663  -0.9249
O: -0.72559 -2.27492 -1.77807  -0.9546
C: -2.66436 -0.67245 -0.89065  -0.2832
C: -3.63651 -1.60433 -1.19260  -0.1809
C: -4.96821 -1.24759 -1.07322  -0.2183
C: -5.32664 0.02833 -0.64644  0.0186
C: -6.76740 0.41634 -0.53479  -0.6331
C: -4.32459 0.94796 -0.34696  -0.2050
C: -2.99108 0.60205 -0.46810  -0.1963
C: 2.69399 -2.01925 -1.26092  -0.1603
C: 2.57323 -0.64460 -1.26819  -0.2364
H: 4.83787 3.89566 -0.87424  0.2061
H: 5.15038 3.74427 -2.60735  0.2064
H: 3.68522 4.55878 -2.03132  0.2267
H: 4.28350 1.58475 -1.63611  0.2198
H: 3.20554 2.25691 -2.87041  0.2258
H: -1.76548 5.21805 0.78244  0.2272
H: -0.86461 5.01226 -0.74387  0.2265
H: -0.07934 5.75532 0.64144  0.2268
H: -1.15168 0.30901 3.62436  0.2145
H: -2.54891 1.01017 2.78378  0.2182
H: -1.73189 1.93527 4.03336  0.2311
H: 0.74758 0.19661 2.16510  0.2388
H: 3.21035 -0.05032 2.00083  0.2273
H: 3.44405 -2.49714 1.99379  0.2205
H: 2.72031 -4.59901 -1.03842  0.2073
H: 3.61088 -4.68014 0.49192  0.2226
H: 1.62941 -4.39759 1.81052  0.2316
H: 1.14827 -5.53096 0.52453  0.2021
H: 0.13694 -3.50277 -0.58299  0.4263
H: -0.90389 -0.83363 1.28376  0.4343
H: -3.33653 -2.58636 -1.52142  0.2367
H: -5.73890 -1.96604 -1.30997  0.2174
H: -6.91307 1.14041 0.26269  0.2231
H: -7.09759 0.87426 -1.46737  0.2286
H: -7.39253 -0.45268 -0.34685  0.2200
H: -4.58902 1.94024 -0.01411  0.2224
H: -2.20341 1.30508 -0.24770  0.2492
H: 2.52850 -2.56751 -2.17679  0.2089
H: 2.29926 -0.12445 -2.17141  0.2299

***

Below is C26H29N9O5S4Ti as an isolated structure at a distorted geometry, with properties calculated with wB97M-V/def2-TZVPD.

2S+1: 2
expectation value of S²: 0.753
HOMO-LUMO gap (spin up / spin down): 7.2 / 7.2 eV
net charge: -1

Each line ends with the Mulliken spin population.
Element x y z (Å)
Ti: 0.26526 0.13482 1.41807  0.9944
N: 0.93561 -3.71586 -0.52262  -0.0015
C: 0.96892 -2.57341 0.22190  0.0145
S: -0.57384 -2.05883 0.91618  -0.0252
N: 2.14001 -2.08595 0.45236  -0.0020
N: 2.07874 -1.10689 1.48065  -0.0164
C: 2.75677 -1.35419 2.55124  0.0252
C: 2.50036 -0.80657 3.88449  0.0105
C: 3.46942 -0.98044 4.89216  0.0031
C: 3.30440 -0.50838 6.16173  -0.0017
C: 2.11880 0.17516 6.41674  0.0060
C: 1.16589 0.40922 5.48574  -0.0049
C: 1.28881 -0.13209 4.17358  0.0033
O: 0.26907 -0.05299 3.36073  -0.0046
H: 0.08095 -3.83365 -1.03572  -0.0003
H: 1.78283 -3.87040 -1.02847  -0.0002
H: 3.55911 -2.09927 2.43546  -0.0009
H: 4.36332 -1.49524 4.57382  0.0002
H: 4.09777 -0.69082 6.88346  0.0000
H: 1.93499 0.50156 7.43765  0.0002
H: 0.27674 0.97342 5.68620  0.0002
C: 2.49011 3.96691 3.68530  0.0000
C: 3.24689 3.11764 2.90077  0.0007
C: 2.61616 2.09148 2.23627  0.0074
N: 1.30078 1.92280 2.24980  -0.0224
C: 0.56536 2.74995 2.99567  0.0060
C: 1.13005 3.81330 3.73129  -0.0004
H: 2.93454 4.72612 4.28376  -0.0001
H: 4.31791 3.20978 2.82197  -0.0001
H: 3.20633 1.34204 1.68514  -0.0033
H: -0.48493 2.53608 3.02764  0.0046
H: 0.47853 4.42298 4.32868  -0.0002
C: -2.79634 2.28565 -0.31691  -0.0007
C: -1.63756 2.33610 0.68070  -0.0060
O: -0.96806 3.35015 0.83682  -0.0002
O: -1.50731 1.17762 1.29253  0.0024
H: -3.10025 3.28440 -0.63937  0.0001
H: -3.67031 1.78237 0.12127  -0.0006
H: -2.48510 1.69584 -1.17944  -0.0005
C: -4.42065 -3.23566 -0.62214  0.0000
N: -4.55236 -2.80057 0.77094  0.0003
C: -4.05545 -1.61046 1.18278  0.0015
N: -3.54742 -0.85496 0.17020  0.0008
S: -3.97094 -1.16038 2.82968  0.0000
H: -4.87017 -4.21581 -0.72573  0.0000
H: -3.36659 -3.31105 -0.88099  -0.0001
H: -4.90818 -2.55267 -1.31582  0.0000
H: -4.87311 -3.41485 1.52308  -0.0001
H: -3.47700 -1.21055 -0.76809  0.0004
H: -2.84629 -0.18046 0.43363  0.0044
N: 0.80605 -0.86076 -8.22123  0.0000
C: 0.26506 -0.85750 -6.94031  0.0000
C: -1.00668 -0.35091 -6.73603  0.0002
C: -1.56901 -0.39831 -5.49195  -0.0001
C: -0.85080 -0.95902 -4.46599  0.0000
C: 0.43096 -1.45026 -4.62587  0.0002
C: 0.98199 -1.40941 -5.89401  0.0000
S: -1.54330 -1.03453 -2.82441  -0.0014
O: -2.68725 -0.16630 -2.83300  0.0003
O: -1.79746 -2.42398 -2.55503  0.0002
N: -0.42308 -0.55949 -1.80442  0.0041
C: 0.11161 0.62706 -1.75373  -0.0086
S: 0.19149 1.73932 -3.08117  0.0001
C: 1.15678 2.80267 -2.08734  -0.0001
C: 1.32376 2.28163 -0.87499  0.0079
N: 0.77029 1.04578 -0.68072  0.0019
H: 0.38508 -0.26239 -8.89170  0.0000
H: 1.79264 -0.91313 -8.31742  0.0000
H: -1.53056 0.10198 -7.56769  0.0000
H: -2.52410 0.02953 -5.25611  0.0000
H: 0.98445 -1.90768 -3.80006  -0.0001
H: 1.97954 -1.75285 -6.05887  0.0000
H: 1.39072 3.80126 -2.37608  0.0000
H: 1.82923 2.78428 -0.04669  0.0015

***

How do the records compare in ΔE to the lowest compared entry with this formula, charge and spin? In the order shown, they have 0.000; 0.000; 0.040 eV.
How do the records compare in electronic energy? In the order shown, they have -1228.47983; -1905.93458; -4319.66491 a.u..